2 unconnected molecules or ions with the total composition C14H16O2 in a non-equilibrium geometry. Source: the Open Molecules 2025 dataset; level of theory: the ωB97M-V functional and the def2-TZVPD basis.

Output
molar mass	216.3	g mol⁻¹
HOMO level	-0.296	Ha
electronic energy	-18868.622	eV
gap between HOMO and LUMO	0.315	Ha
largest force on an atom	0.11183	hartree/bohr
SMILES string	Cc1ccc(O)cc1.Cc1ccc(O)cc1

```
32
Properties=species:S:1:pos:R:3:forces:R:3
C 0.42978 1.23603 -3.11945 2.384 0.861 3.941
C -0.22759 0.03547 -2.55860 1.406 -2.248 -0.364
C 0.69990 -0.94006 -1.94596 -0.933 0.497 0.193
C 0.12596 -2.09643 -1.46022 -0.528 -1.292 2.903
C -1.28123 -2.28010 -1.45918 0.488 0.640 -1.435
O -1.63816 -3.60270 -1.22791 -0.793 0.520 0.916
C -2.16618 -1.28303 -1.99682 0.949 -2.966 1.056
C -1.63355 -0.21336 -2.67789 2.174 -0.091 0.787
H 0.14606 2.07485 -2.37490 0.681 -0.650 -1.839
H 0.38895 1.42094 -4.11390 -1.628 0.994 -3.110
H 1.57845 1.11623 -3.13534 -1.523 0.097 0.980
H 1.84992 -0.90824 -1.74771 -2.331 0.869 -0.852
H 0.65972 -2.83050 -0.68894 -0.758 1.398 -2.385
H -2.48421 -3.69905 -0.75380 0.399 0.274 -0.373
H -3.21737 -1.54196 -1.90765 -0.070 0.329 -0.541
H -2.28223 0.30589 -3.36292 0.080 0.808 0.226
C 1.85994 2.70752 1.32892 -2.123 2.000 3.925
C 1.16559 1.40725 1.71103 0.435 0.591 0.325
C -0.19993 1.41448 1.46397 0.457 -2.626 0.426
C -0.94622 0.34483 1.98254 1.769 1.755 -0.092
C -0.36996 -0.46763 2.88123 2.910 -4.701 1.581
O -1.11734 -1.44527 3.52208 -2.745 0.558 -1.254
C 1.11493 -0.69716 3.07438 -2.213 4.554 -1.885
C 1.81697 0.37496 2.47943 -1.340 0.675 -0.165
H 2.54976 2.74627 0.57364 0.735 -0.207 -3.042
H 2.60776 3.17190 2.09301 -1.702 -1.009 -0.205
H 0.88916 3.40475 1.34099 2.891 -0.675 -0.834
H -0.79260 2.02585 0.82526 0.412 1.105 -0.435
H -1.94310 0.26992 1.69763 -1.792 -0.302 -0.060
H -2.07786 -1.37122 3.13973 2.612 -0.294 1.257
H 1.64986 -1.34085 3.73904 -0.520 -0.631 0.305
H 2.84480 0.66040 2.67830 0.217 -0.833 0.050
```
Positions in Å, forces in eV/Å.